# 1
Formula: C5H9N
Source: the OMol25 dataset
Level of theory: ωB97M-V/def2-TZVPD

Each line ends with the Löwdin charge.
Geometry (Å):
H  -2.049  0.210  0.089  0.11
C  -0.062  -0.317  -0.955  -0.26
C  -1.090  0.644  -0.275  -0.10
H  2.085  0.379  -0.434  0.12
H  -1.215  1.566  -0.880  0.11
N  0.400  -0.485  1.345  -0.04
H  1.010  1.649  -1.181  0.10
C  0.135  -1.372  0.185  -0.19
C  0.108  0.800  0.694  -0.34
C  1.036  0.752  -0.565  -0.08
H  0.949  -2.144  0.149  0.11
H  -0.137  -0.731  -1.974  0.13
H  0.040  1.568  1.444  0.12
H  -0.341  -0.622  1.994  0.08
H  -0.870  -1.897  0.364  0.12

The calculation puts the lowest unoccupied orbital energy at 1.09 eV. The maximum force comes out at 0.03179 Eh/bohr. For the energy relative to the best compared isomer or geometry (same formula, charge and spin), the calculation gives 1.636 eV. The value obtained for the HOMO energy is -0.330 Eh.

***

# 2
Formula: C21H45CaNO10S3
Source: the OMol25 dataset
Level of theory: ωB97M-V/def2-TZVPD

Each line ends with the Löwdin charge.
Geometry (Å):
O  -21.686  -3.806  -17.216  -0.36
C  -19.562  3.047  -13.912  -0.20
C  -30.376  5.783  -16.218  -0.19
S  -30.335  4.042  -15.544  0.73
C  -29.669  -4.888  -15.267  -0.63
H  -29.934  -5.231  -13.177  0.07
O  -28.921  -2.429  -22.675  -0.23
H  -30.080  6.478  -15.432  0.10
H  -33.862  5.431  -15.674  0.11
H  -19.421  1.968  -13.973  0.11
C  -32.796  5.396  -15.447  -0.20
H  -30.117  -1.165  -21.569  0.08
O  -19.160  -3.870  -16.696  -0.37
C  -28.903  -3.615  -23.438  -0.21
H  -30.116  -6.905  -15.959  0.07
H  -30.719  -2.774  -21.720  0.09
O  -22.457  4.762  -15.843  -0.36
H  -29.645  -3.513  -24.229  0.12
C  -20.495  -6.245  -17.056  -0.20
H  -32.188  5.470  -17.478  0.10
H  -21.757  2.880  -13.143  0.10
C  -29.107  -5.149  -13.882  -0.09
H  -21.640  -4.042  -14.498  0.10
C  -30.658  -6.004  -15.672  -0.08
H  -21.049  4.543  -13.447  0.09
C  -20.803  -4.696  -14.745  -0.20
C  -24.175  4.107  -21.901  -0.81
C  -20.063  3.584  -16.319  -0.21
H  -28.067  -4.945  -25.752  0.07
S  -21.734  3.521  -15.470  0.71
H  -32.579  5.896  -14.503  0.10
H  -22.682  5.309  -22.835  0.06
C  -32.202  3.959  -15.139  -0.19
O  -29.953  3.055  -16.561  -0.36
H  -26.868  -5.657  -24.711  0.07
C  -20.256  -6.964  -15.694  -0.21
O  -25.333  3.913  -21.493  -0.08
N  -26.513  -3.624  -23.052  0.01
C  -21.073  3.491  -13.732  -0.18
O  -22.406  2.267  -15.738  -0.36
H  -18.858  3.378  -13.148  0.10
H  -25.593  -3.796  -23.432  0.07
H  -19.870  -4.448  -14.239  0.10
S  -20.527  -4.432  -16.595  0.73
H  -18.189  3.009  -15.603  0.11
H  -30.754  -1.626  -23.159  0.09
H  -21.512  -6.320  -17.441  0.09
H  -29.163  -4.493  -22.847  0.13
H  -26.683  -4.498  -22.575  0.07
H  -19.863  2.698  -16.921  0.10
O  -29.682  4.068  -14.219  -0.37
Ca  -25.999  -0.726  -19.375  1.29
H  -30.302  -4.003  -15.202  0.12
H  -20.309  -8.053  -15.692  0.11
O  -28.719  -4.524  -16.212  -0.21
H  -32.569  3.261  -15.892  0.08
C  -21.009  -6.185  -14.585  -0.23
H  -28.487  -6.043  -13.813  0.07
C  -23.622  5.486  -22.313  -0.03
H  -31.327  -6.266  -14.852  0.06
H  -28.476  -4.303  -13.608  0.07
C  -18.995  3.650  -15.244  -0.24
H  -22.089  -6.296  -14.683  0.11
H  -29.579  5.838  -16.960  0.10
H  -26.387  -4.413  -25.787  0.07
H  -32.149  7.025  -16.864  0.11
H  -27.437  -2.582  -24.528  0.14
H  -19.762  -6.440  -17.839  0.10
C  -27.204  -4.708  -25.130  -0.05
H  -19.966  4.443  -16.983  0.10
C  -31.893  6.005  -16.575  -0.21
H  -19.186  -6.840  -15.525  0.11
H  -23.256  6.102  -21.491  0.06
C  -30.219  -1.985  -22.281  -0.09
O  -23.445  3.123  -21.872  -0.07
H  -32.336  3.602  -14.118  0.09
H  -20.723  -6.596  -13.616  0.12
H  -24.330  6.105  -22.864  0.06
H  -31.239  -5.648  -16.523  0.06
H  -18.555  4.632  -15.067  0.11
C  -27.532  -3.577  -24.092  -0.41

The calculation puts the lowest unoccupied orbital energy at -3.88 eV. The maximum force comes out at 0.06482 Eh/bohr. For the energy relative to the best compared isomer or geometry (same formula, charge and spin), the calculation gives 14.967 eV. The value obtained for the HOMO energy is -0.227 Eh.

***

# 3
Formula: C20H44IrNOP3S
Source: the OMol25 dataset
Level of theory: ωB97M-V/def2-TZVPD

Each line ends with the Löwdin charge.
Geometry (Å):
H  3.093  -0.765  -3.214  0.07
C  3.498  1.309  -1.418  -0.17
H  0.983  0.370  -1.100  0.00
C  -6.160  0.103  -3.121  0.03
H  0.167  2.589  -2.717  0.05
C  -2.648  0.512  1.422  -0.26
H  2.478  2.688  1.887  0.14
C  -1.089  2.955  -0.212  -0.06
H  0.455  -0.062  2.393  0.01
C  -3.995  0.070  -2.005  0.01
H  -4.853  -3.063  -3.073  0.13
C  -6.098  -1.292  -3.318  0.10
H  -2.333  -3.163  1.584  0.02
C  -0.405  -0.688  2.615  -0.22
H  -0.424  -3.629  1.216  0.02
H  -0.432  3.271  1.800  0.08
H  -3.187  0.626  -1.533  0.10
H  -2.127  3.272  -0.085  0.08
H  3.751  3.497  5.065  0.13
H  1.024  -3.138  -2.828  0.04
C  -4.965  -1.989  -2.903  -0.01
H  -2.739  -2.023  2.891  0.07
H  -7.042  0.631  -3.483  0.15
H  2.875  -1.370  -1.173  0.00
P  1.852  0.940  -2.095  0.87
C  2.521  -1.836  -0.245  -0.22
H  -6.909  -1.861  -3.784  0.17
H  1.610  2.451  -3.814  0.08
C  -5.104  0.779  -2.523  0.03
C  1.266  2.496  -2.769  -0.18
H  4.520  3.787  3.472  0.16
N  3.293  2.057  3.634  -0.03
C  0.690  -3.623  -1.912  -0.25
C  -3.975  -1.354  -2.091  -0.54
H  3.667  2.372  -1.665  0.07
H  1.327  -0.871  -3.665  0.06
H  -0.059  -1.660  2.965  0.05
H  2.774  4.074  3.667  0.13
H  4.193  0.658  -1.972  0.08
H  -5.132  1.875  -2.445  0.15
H  2.352  0.497  -4.280  0.08
C  0.635  -3.586  0.956  -0.21
C  2.818  1.776  2.406  -0.21
O  2.750  0.639  1.911  0.09
H  2.530  -1.052  0.537  0.02
H  3.931  1.376  5.476  0.13
H  3.218  -2.638  0.049  0.09
P  0.849  -2.513  -0.493  0.55
H  -0.978  -0.224  3.422  0.07
H  -0.368  -3.880  -2.030  0.03
H  1.188  -3.199  1.818  0.06
H  -0.810  2.624  -1.214  0.01
Ir  -1.088  -1.665  -0.848  0.51
C  3.899  1.004  4.443  0.07
C  2.177  -0.200  -3.446  -0.19
H  -3.681  -2.015  1.380  0.04
H  -3.394  0.545  0.632  0.03
H  3.534  1.131  -0.322  0.04
H  -3.181  0.398  2.378  0.08
P  -1.507  -0.861  1.146  0.57
H  0.980  -4.586  0.676  0.08
H  -2.099  1.444  1.431  0.00
H  1.290  -4.501  -1.683  0.07
C  3.609  3.436  3.982  0.07
H  1.774  3.290  -2.194  0.08
C  -0.168  2.976  0.775  -0.06
C  -2.686  -2.159  1.815  -0.27
H  3.291  0.090  4.378  0.13
H  0.893  2.645  0.552  0.03
S  -3.049  -2.558  -1.211  0.72
H  4.929  0.772  4.112  0.16

The calculation puts the lowest unoccupied orbital energy (alpha / beta) at -10.70 / -15.31 eV. The maximum force comes out at 0.08851 Eh/bohr. For the energy relative to the best compared isomer or geometry (same formula, charge and spin), the calculation gives 2.494 eV. Its charge is +4. The value obtained for the HOMO energy (alpha / beta) is -0.613 / -0.722 Eh. Its multiplicity is 6.

***

# 4
Formula: C18H50F6O15PS7
Source: the OMol25 dataset
Level of theory: ωB97M-V/def2-TZVPD

Each line ends with the Löwdin charge.
Geometry (Å):
H  -5.645  0.475  -3.423  0.05
H  -1.930  -4.707  -0.487  0.08
F  -2.095  -1.243  -0.698  -0.18
O  -0.225  -5.264  1.640  -0.25
S  -0.121  -6.080  0.258  0.56
H  -2.488  -0.620  3.573  0.11
H  0.096  3.732  1.804  0.08
C  5.553  -1.164  0.587  -0.28
O  -1.059  6.258  0.647  -0.26
H  4.797  0.565  -4.334  0.12
O  1.250  -6.190  -0.104  -0.28
H  -2.267  -3.696  -4.602  0.05
H  2.480  -5.641  2.087  0.07
H  -0.430  2.018  4.206  0.06
H  -3.338  8.064  2.247  0.08
H  -0.947  -5.477  -1.827  0.06
O  -2.207  0.522  -4.219  -0.55
H  -4.811  -0.347  3.418  0.08
H  -2.471  -2.317  -3.473  0.04
H  1.209  -3.765  1.088  0.10
H  -1.287  2.828  1.171  0.06
O  4.694  -2.141  2.884  -0.56
H  6.294  -1.353  -3.781  0.08
H  -2.770  2.978  -2.685  0.04
C  -4.680  0.009  -3.623  -0.26
H  -3.071  6.026  0.872  0.11
H  -3.344  1.643  -1.719  0.05
F  0.170  -1.116  -0.598  -0.17
H  -0.433  -4.019  -0.906  0.04
C  2.916  -1.294  1.079  -0.26
S  -0.934  4.831  -0.040  0.57
H  -4.227  -0.474  -2.758  0.05
H  -1.853  -1.981  -5.051  0.05
H  5.640  -1.406  -2.158  0.05
C  -2.833  0.328  3.997  -0.29
O  -2.254  0.560  5.281  -0.26
H  2.079  -1.275  1.769  0.05
H  6.536  -0.839  0.921  0.05
F  -1.122  0.761  -0.895  -0.16
H  0.331  -3.576  2.636  0.11
O  3.743  2.824  -2.648  -0.27
O  -0.424  0.647  6.800  -0.28
H  -4.490  2.776  -2.580  0.06
H  1.141  1.157  4.534  0.08
C  -3.553  2.218  -2.620  -0.28
P  -1.041  -0.402  0.225  0.15
O  -2.133  4.606  -0.777  -0.27
C  -0.906  3.822  1.400  -0.11
C  4.934  0.255  -3.289  -0.26
H  0.224  -0.792  -4.569  0.07
O  -0.639  -1.257  5.210  -0.27
S  -3.494  1.267  -4.134  0.82
C  1.676  1.541  -1.557  -0.11
C  -4.328  0.276  4.169  -0.06
H  -4.785  1.266  4.110  0.07
S  4.442  -0.992  1.970  0.82
C  -2.345  6.841  0.767  -0.29
H  4.618  -1.865  -3.485  0.09
S  3.411  1.739  -1.790  0.57
H  5.685  0.957  -2.908  0.12
H  2.773  -4.139  2.889  0.06
H  -1.577  4.252  2.144  0.07
H  -2.526  1.096  3.287  0.10
C  -0.947  -4.977  -0.868  -0.14
H  2.858  -0.454  0.384  0.02
O  0.500  -3.632  -4.910  -0.56
H  1.562  0.659  -0.941  0.03
H  -0.419  -0.768  -2.930  0.02
H  2.921  -2.229  0.519  0.07
S  -0.178  -3.083  -3.702  0.83
O  0.338  4.779  -0.669  -0.25
H  1.231  1.370  -2.533  0.08
S  -0.736  0.128  5.512  0.57
C  0.101  1.076  4.245  -0.10
C  1.998  -4.892  2.719  -0.06
H  1.235  -1.221  -3.250  0.04
O  3.651  0.389  -2.619  -0.27
H  1.721  -5.312  3.683  0.08
O  -0.914  -7.249  0.421  -0.28
C  0.206  -1.331  -3.620  -0.29
C  0.823  -4.284  1.968  -0.24
F  -2.251  0.307  1.003  -0.15
H  1.310  2.452  -1.101  0.06
H  -1.863  7.286  2.817  0.08
H  5.259  -0.471  -0.206  0.02
H  -4.802  -0.692  -4.444  0.05
C  -1.858  -2.742  -4.274  -0.26
H  -1.778  8.670  1.737  0.08
C  -2.336  7.755  1.953  -0.07
O  4.036  1.627  -0.505  -0.29
C  5.398  -1.160  -3.195  -0.07
F  -1.020  -1.623  1.269  -0.14
H  -4.579  -0.139  5.146  0.08
H  5.559  -2.171  0.170  0.06
H  -2.644  7.340  -0.156  0.13
F  0.042  0.384  1.112  -0.15
H  -0.034  0.498  3.335  0.04

The calculation puts the lowest unoccupied orbital energy at 1.78 eV. The maximum force comes out at 0.04230 Eh/bohr. For the energy relative to the best compared isomer or geometry (same formula, charge and spin), the calculation gives 0.000 eV. Its charge is -1. The value obtained for the HOMO energy is -0.245 Eh.

***

Molecular weight readings, ordered: 83.134; 607.867; 631.784; 876.014 g/mol